15
Properties=species:S:1:pos:R:3 method="wB97M-V/def2-TZVPD" homo_energy_ev="-17.443 / -17.438" gap_ha="0.242 / 0.169" multiplicity=5 de_lowest_kcal_mol=45.03 charge=+2 energy_ha=-1920.5558 lumo_energy_ev="-10.8461 / -12.8398" molar_mass_g_mol=197.94
Co 4.119 1.312 0.698
O 2.507 1.144 -0.004
O 4.034 -0.373 -0.199
O -2.718 -0.200 -0.254
O -2.635 2.039 -0.054
O -0.850 0.749 0.395
C -0.556 -0.672 0.416
C -2.143 0.953 0.049
C 2.820 -0.065 -0.483
C -1.714 -1.228 -0.393
Li 0.794 1.764 -0.195
H -0.566 -0.975 1.470
H -2.108 -2.169 0.002
H -1.479 -1.334 -1.460
H 0.494 -0.945 0.011

---

17
Properties=species:S:1:pos:R:3 method="wB97M-V/def2-TZVPD" homo_energy_ev=-14.790 gap_ha=0.409 de_lowest_kcal_mol=46.03 charge=+1 energy_ha=-400.5113 lumo_energy_ev=-3.6566 molar_mass_g_mol=108.12
O -2.407 1.342 -0.921
O -3.582 0.035 0.514
O 0.069 0.280 1.068
N 1.791 0.939 -0.489
C -2.594 0.281 -0.418
C 0.720 -0.183 -0.010
C 1.445 -1.487 0.368
H 0.888 -2.150 0.964
H 2.779 0.632 -0.280
H 1.770 1.287 -1.464
H 0.095 -0.498 -0.883
H 2.321 -1.188 1.031
H -4.075 0.841 0.742
H 1.960 -1.900 -0.556
H -2.024 -0.661 -0.611
H -0.759 0.638 0.853
H 1.604 1.791 0.094

---

72
Properties=species:S:1:pos:R:3 method="wB97M-V/def2-TZVPD" homo_energy_ev=-7.275 gap_ha=0.203 charge=0 energy_ha=-2945.7040 lumo_energy_ev=-1.7493 molar_mass_g_mol=633.74
K 0.480 -2.991 0.818
S -0.641 -2.804 3.428
F -1.947 3.556 -0.760
O -1.190 -1.457 3.388
O -1.406 -3.780 2.654
O 0.785 -2.850 3.100
O 2.203 -2.890 -0.613
O 0.139 -0.894 -0.400
O 4.215 -2.123 0.059
N -0.491 -5.373 -0.369
N -2.396 -3.431 -0.376
N 3.253 1.766 -0.344
N 0.196 5.487 -0.835
N 0.677 7.715 -1.733
C -0.653 3.142 -0.704
C -5.083 -4.039 0.005
C -1.139 -8.049 -0.008
C -3.302 -2.486 -0.303
C 0.383 4.074 -0.717
C 3.457 0.406 -0.284
C 1.230 7.620 -0.349
C 1.685 3.605 -0.622
C -1.047 6.015 -1.379
C 1.975 2.241 -0.483
C 1.107 -0.150 -0.397
C -0.803 7.507 -1.721
C -2.160 -7.084 -0.062
C 0.170 -7.656 -0.121
C -4.134 -5.074 -0.056
C 2.501 -0.538 -0.308
C 3.024 -2.021 -0.272
C 4.433 2.615 -0.446
C 0.443 -6.293 -0.313
C -0.394 1.801 -0.607
C -3.546 -7.418 0.064
C -4.492 -6.454 0.068
C 0.652 6.323 0.266
C 4.888 2.771 -1.896
C -2.785 -4.706 -0.229
C -4.667 -2.738 -0.105
C 0.904 1.326 -0.499
C -1.772 -5.739 -0.230
C -0.758 -3.330 5.149
H 5.795 3.374 -1.960
H -0.313 -4.318 5.234
H -1.207 1.085 -0.589
H 1.413 5.808 0.842
H -1.228 8.177 -0.976
H -1.300 5.459 -2.278
H -1.400 -9.091 0.137
H 2.316 7.587 -0.426
H -0.173 6.565 0.948
H -0.213 -2.603 5.746
H 0.978 -8.373 -0.064
H -1.209 7.771 -2.694
H 1.057 6.892 -2.219
H -3.817 -8.463 0.166
H 4.485 0.076 -0.187
H 0.953 8.574 -2.201
H 4.106 3.238 -2.497
H -5.371 -1.919 -0.037
H -2.932 -1.470 -0.406
H 1.462 -5.933 -0.433
H 5.221 2.150 0.144
H 0.943 8.506 0.212
H -1.811 -3.350 5.419
H -6.128 -4.285 0.152
H -1.890 5.938 -0.688
H 5.096 1.787 -2.315
H -5.541 -6.706 0.172
H 4.227 3.583 0.009
H 2.484 4.334 -0.667

---

74
Properties=species:S:1:pos:R:3 method="wB97M-V/def2-TZVPD" homo_energy_ev=-11.312 gap_ha=0.265 charge=+1 energy_ha=-3773.7725 lumo_energy_ev=-4.0944 molar_mass_g_mol=684.54
S -5.402 -2.168 0.470
S 4.357 -1.239 0.418
P -3.753 -1.394 1.204
P -2.233 -3.261 -1.434
P -1.056 0.090 -4.430
O -2.932 -2.459 2.241
O -0.595 -1.801 0.395
O 4.085 -2.704 0.659
O 0.891 -3.088 0.968
O -2.200 0.852 -5.155
O -2.937 -4.242 -0.190
O -4.295 -0.070 2.188
O -0.616 -1.160 -5.521
O 0.208 1.259 -4.263
O 3.822 -0.039 4.179
O 5.637 -0.758 1.043
O 3.060 -0.401 1.090
N 4.503 0.952 6.096
N -0.932 -4.303 -2.086
N 5.980 -0.234 4.825
N -2.679 1.747 -2.349
N -3.610 -0.203 -1.319
N -0.260 -3.102 0.641
N -1.709 -0.481 -2.919
C -3.480 3.050 1.182
C -2.705 -0.665 -0.187
C -0.352 3.699 0.739
C 1.970 -0.609 -2.214
C 0.639 -1.544 -2.370
C -2.641 0.437 -2.261
C 3.240 -1.634 -2.117
C -0.692 -0.822 -1.866
C -0.993 3.706 2.173
C 4.712 0.210 4.982
C -1.514 -1.653 -0.723
C -3.649 2.629 -1.586
C -2.513 3.409 2.373
C -1.324 3.344 -0.430
C -0.024 4.024 3.416
C -2.846 3.023 -0.226
C 4.462 -0.871 -1.405
H -4.023 -1.046 -1.781
H -0.423 -4.772 -1.321
H 3.565 -1.798 -3.216
H -4.643 2.117 -1.379
H 5.219 1.168 6.767
H 0.594 -2.008 -3.411
H 0.765 3.913 0.557
H 6.174 -0.790 4.006
H 0.712 3.136 3.479
H -2.013 2.242 -2.956
H -1.380 -5.086 -2.609
H -4.581 2.799 1.319
H 3.240 -0.299 2.059
H 2.171 0.032 -3.134
H -2.835 -2.004 3.116
H 5.492 -1.134 -1.851
H 6.724 -0.041 5.470
H 0.094 1.581 -3.337
H -2.973 3.405 3.430
H -0.834 3.314 -1.475
H -3.469 0.394 2.467
H 3.571 1.301 6.248
H 4.333 0.263 -1.596
H -0.398 0.169 -1.338
H -3.767 3.602 -2.176
H 0.831 -2.425 -1.647
H 2.968 -2.636 -1.650
H -2.183 0.272 0.239
H 0.505 5.023 3.278
H -3.038 -5.162 -0.528
H -0.681 3.971 4.356
H 1.887 0.007 -1.237
H -1.185 -1.046 -6.325

---

30
Properties=species:S:1:pos:R:3 method="wB97M-V/def2-TZVPD" homo_energy_ev="-3.241 / -3.242" gap_ha="0.189 / 0.189" de_lowest_kcal_mol=17.28 charge=-1 energy_ha=-3530.0036 lumo_energy_ev="1.8940 / 1.8937" molar_mass_g_mol=517.22
Pt -0.115 0.060 0.550
Br -0.685 -2.309 0.927
O 6.662 -4.289 0.630
O 5.410 -5.293 -0.889
O -1.841 0.474 0.976
N 0.261 2.012 0.205
N 1.845 -0.021 0.031
C 4.994 -1.947 0.413
C -0.344 4.298 0.060
C -0.649 2.992 0.339
C 3.301 -3.387 -0.484
C 5.562 -4.345 -0.170
C 2.380 -2.360 -0.414
C 1.525 2.290 -0.216
C 4.080 -0.910 0.466
C 2.765 -1.097 0.032
C 0.957 4.615 -0.385
C 2.365 1.171 -0.296
C 1.884 3.623 -0.525
C 4.619 -3.197 -0.075
H 6.576 -3.545 1.236
H 1.348 -2.535 -0.666
H -1.614 2.624 0.676
H 2.891 3.831 -0.864
H 6.012 -1.748 0.730
H 3.382 1.260 -0.655
H 1.219 5.641 -0.615
H 4.380 0.048 0.868
H -1.098 5.064 0.176
H 3.002 -4.364 -0.836

---

18
Properties=species:S:1:pos:R:3 method="wB97M-V/def2-TZVPD" homo_energy_ev="-15.440 / -15.309" gap_ha="0.432 / 0.237" multiplicity=2 de_lowest_kcal_mol=41.70 charge=+1 energy_ha=-418.0714 lumo_energy_ev="-3.6839 / -8.8499" molar_mass_g_mol=118.14
O 2.541 0.462 0.731
O -0.577 -0.399 -1.486
N 0.415 2.133 0.081
N 1.505 -1.357 0.002
C -1.031 0.175 -0.247
C 0.179 0.819 0.511
C -1.653 -0.985 0.489
C 1.521 -0.068 0.333
H -0.918 -1.557 1.063
H -0.121 0.759 1.524
H 1.234 2.529 0.501
H -1.725 0.948 -0.488
H -2.342 -0.688 1.281
H 2.283 -1.783 -0.499
H 0.671 -1.696 -0.457
H -2.101 -1.676 -0.210
H 0.497 2.162 -0.933
H -0.377 0.222 -2.195

---

9
Properties=species:S:1:pos:R:3 method="wB97M-V/def2-TZVPD" homo_energy_ev=-10.031 gap_ha=0.379 de_lowest_kcal_mol=100.04 charge=0 smiles="O=NOC[N+](=O)[O-]" energy_ha=-449.5292 lumo_energy_ev=0.2933 molar_mass_g_mol=106.04
O 2.765 -0.297 -0.019
O 0.735 -0.837 0.511
O -1.892 1.387 0.095
O 0.211 1.512 -0.046
N -0.799 0.986 0.027
N 1.628 -0.182 -0.298
C -0.719 -0.568 0.034
H -1.287 -1.142 0.672
H -0.643 -0.860 -0.976

---

43
Properties=species:S:1:pos:R:3 method="wB97M-V/def2-TZVPD" homo_energy_ev=-6.365 gap_ha=0.235 de_lowest_kcal_mol=0.00 charge=0 energy_ha=-1180.1697 lumo_energy_ev=0.0245 molar_mass_g_mol=476.88
Hg 0.055 -0.365 -0.023
O 0.059 0.898 -1.975
O 1.587 -1.929 -0.616
O -1.570 -1.437 -1.444
O 0.027 -1.478 2.083
O -0.450 -3.922 -0.347
O 1.356 0.936 1.400
O -1.664 0.877 0.765
N -3.396 2.291 0.584
N -3.104 1.091 2.520
N 3.571 0.920 1.872
N 2.197 2.640 2.602
C 2.352 1.495 1.892
C -2.682 1.361 1.264
C 1.328 2.865 -1.312
C -2.319 -2.596 -1.064
C 2.144 -1.999 -1.889
C 0.887 1.946 -2.404
C -1.515 -3.868 -1.292
H -2.169 -4.733 -1.170
H -1.904 -1.174 -2.304
H 2.572 -3.000 -2.074
H 1.279 3.042 2.578
H -4.210 2.697 1.002
H 1.785 3.788 -1.681
H -2.674 0.395 3.097
H 0.468 3.136 -0.688
H -0.224 -2.325 2.475
H -3.122 2.515 -0.356
H -2.566 -2.607 -0.002
H 0.214 -0.892 2.827
H 1.483 -1.762 -2.732
H 3.030 -1.344 -1.942
H -3.865 1.588 2.942
H 2.955 3.126 3.043
H 0.298 2.522 -3.136
H 3.694 -0.016 1.527
H -1.139 -3.860 -2.320
H 1.738 1.478 -2.920
H 4.359 1.348 2.321
H 0.292 -3.426 -0.743
H -3.167 -2.602 -1.755
H 2.010 2.380 -0.604

---

14
Properties=species:S:1:pos:R:3 method="wB97M-V/def2-TZVPD" homo_energy_ev=-8.991 gap_ha=0.366 de_lowest_kcal_mol=68.46 charge=0 smiles="C=NN1CC(Cl)C1" energy_ha=-726.2315 lumo_energy_ev=0.9577 molar_mass_g_mol=118.57
Cl 1.030 -1.407 -2.457
N -1.240 0.450 1.120
N -0.092 -0.118 0.719
C 1.053 -0.933 -0.743
C -1.414 1.696 1.032
C 0.688 0.486 -0.354
C -0.062 -1.453 0.115
H -0.955 -1.683 -0.486
H 0.171 0.946 -1.151
H 1.539 1.135 -0.125
H 2.047 -1.180 -0.390
H -2.367 1.991 1.342
H 0.268 -2.341 0.749
H -0.666 2.412 0.629

---

44
Properties=species:S:1:pos:R:3 method="wB97M-V/def2-TZVPD" homo_energy_ev=-8.765 gap_ha=0.298 de_lowest_kcal_mol=7.96 charge=0 energy_ha=-3204.3669 lumo_energy_ev=-0.6680 molar_mass_g_mol=476.71
Cl -3.508 1.323 0.604
Cl -1.038 -5.550 -2.012
Cl -0.082 -3.005 -3.090
S 2.247 2.923 3.761
P 2.754 2.243 -1.164
O 1.371 -1.558 5.092
O 3.314 1.182 -0.074
O 2.468 1.346 -2.489
O 3.708 3.322 -1.370
O 0.013 -3.318 1.305
N 1.370 1.606 4.045
N -0.400 -0.757 3.742
N 1.943 3.104 2.186
C -0.516 -4.682 -3.457
C -0.518 -0.072 1.411
C -0.046 0.128 2.669
C -0.197 0.810 0.291
C 0.633 1.868 0.522
C -0.479 -2.338 0.404
C -3.254 1.318 -1.166
C -0.770 0.546 -1.087
C -1.815 1.594 -1.562
C 1.115 2.821 -0.564
C -1.378 -1.280 1.117
C 0.512 -1.195 4.428
C 0.802 1.245 2.905
C 1.142 2.117 1.829
H 2.306 0.438 -2.200
H 0.393 -1.805 0.004
H 0.460 2.743 -1.420
H 0.527 -2.834 1.959
H -3.660 0.419 -1.619
H 0.353 -5.180 -3.870
H 3.532 0.343 -0.495
H -1.549 2.552 -1.125
H -2.170 -1.019 0.429
H -3.865 2.138 -1.534
H -1.326 -4.679 -4.176
H 0.066 0.635 -1.779
H -1.747 -1.723 2.034
H 1.205 3.837 -0.200
H -0.983 -2.781 -0.447
H -1.150 -0.463 -1.186
H -1.784 1.638 -2.650

---

13
Properties=species:S:1:pos:R:3 method="wB97M-V/def2-TZVPD" homo_energy_ev=-8.282 gap_ha=0.334 de_lowest_kcal_mol=80.84 charge=0 smiles="CC=C=CNS" energy_ha=-609.4297 lumo_energy_ev=0.7934 molar_mass_g_mol=101.17
S 3.841 -0.243 -0.153
N 2.182 0.117 -0.163
C -2.477 -0.714 -0.117
C -1.501 0.418 -0.198
C 1.005 0.331 0.755
C -0.247 0.371 0.240
H 1.780 -0.007 -1.056
H -2.486 -1.320 0.826
H 4.440 1.075 -0.069
H -2.296 -1.576 -0.865
H -1.881 1.254 -0.742
H 1.198 0.758 1.810
H -3.559 -0.463 -0.267